Entry 1:
# C4H4O3S

An isolated molecule of C4H4O3S in a non-equilibrium geometry (ωB97M-V with the def2-TZVPD basis set, OMol25).

Summary:
**Multiplicity**: 1
**Kohn-Sham gap**: 8.2701 eV
**Relative energy (zero: lowest compared OMol25 entry of this formula, charge and spin)**: 2.1780 eV

The geometry in XYZ format:
```
12
C4H4O3S (ωB97M-V with the def2-TZVPD basis set)
C 1.625 -0.207 -0.028
C 0.306 0.563 0.028
C 0.326 1.831 -0.484
C -1.044 -0.363 0.014
H 2.536 1.342 1.106
H -0.630 2.173 -0.579
H 1.353 2.259 -0.688
H 0.050 -1.879 -0.141
O 2.685 0.494 0.648
O 1.977 -1.241 -0.641
O -0.813 -1.676 0.224
S -2.586 0.284 0.080
```

Here are the Löwdin charges for atoms 1 to 5, given in e: atom 1 (C): -0.370, atom 2 (C): -0.159, atom 3 (C): 0.119, atom 4 (C): -0.743, atom 5 (H): 0.109

Entry 2:
# C3H10N6

An isolated molecule of C3H10N6 in a non-equilibrium geometry (ωB97M-V with the def2-TZVPD basis set, OMol25).

Summary:
**Multiplicity**: 1
**Kohn-Sham gap**: 8.3960 eV
**Relative energy (zero: lowest compared OMol25 entry of this formula, charge and spin)**: 5.6631 eV

The geometry in XYZ format:
```
19
C3H10N6 (ωB97M-V with the def2-TZVPD basis set)
C -1.804 1.710 -0.704
C 3.600 -0.116 -0.648
C -2.453 -1.024 0.412
N 0.965 1.029 1.334
N 0.063 1.440 0.423
N 2.033 0.571 0.901
N -1.044 0.791 0.238
N 2.255 0.254 -0.310
N -1.223 -0.341 0.761
H -2.145 2.581 -0.059
H -0.965 1.936 -1.497
H -2.657 1.364 -1.300
H 4.232 0.812 -0.787
H 4.169 -0.765 0.157
H 3.497 -0.681 -1.481
H -3.336 -0.404 0.248
H -2.363 -1.705 -0.410
H -2.722 -1.616 1.335
H 2.747 0.578 1.572
```

Here are the Löwdin charges for atoms 1 to 5, given in e: atom 1 (C): -0.008, atom 2 (C): -0.156, atom 3 (C): -0.140, atom 4 (N): -0.030, atom 5 (N): -0.049

Entry 3:
# C11H15N

A cluster of 2 separate species, C11H15N in total in a non-equilibrium geometry (ωB97M-V with the def2-TZVPD basis set, OMol25).

Summary:
**Multiplicity**: 1
**Kohn-Sham gap**: 8.9531 eV
**Relative energy (zero: lowest compared OMol25 entry of this formula, charge and spin)**: 2.8852 eV

The geometry in XYZ format:
```
27
C11H15N (ωB97M-V with the def2-TZVPD basis set)
C -1.220 -1.156 1.962
C 0.543 -1.465 0.009
C -0.132 -1.944 1.204
C 1.808 -2.159 -0.133
C 0.564 -3.074 1.614
C 0.905 -0.353 -2.058
C 2.107 -1.115 -2.268
C 0.284 -0.361 -0.796
C 2.560 -2.035 -1.350
N 1.770 -3.299 0.810
H 0.635 0.481 -2.737
H 2.669 -1.051 -3.252
H -0.436 0.363 -0.615
H 3.552 -2.406 -1.516
H -2.096 -1.816 2.554
H -1.746 -0.583 1.231
H 0.493 -3.751 2.533
H 2.126 -4.209 0.731
H -0.754 -0.571 2.723
C -1.179 3.673 -0.616
C -2.248 4.050 0.411
H -0.748 2.728 -0.302
H -1.480 3.175 -1.647
H -0.363 4.468 -0.618
H -3.307 4.439 -0.016
H -1.947 4.818 1.019
H -2.358 3.156 1.124
```

Here are the Löwdin charges for atoms 1 to 5, given in e: atom 1 (C): -0.050, atom 2 (C): -0.160, atom 3 (C): -0.230, atom 4 (C): -0.126, atom 5 (C): -0.051

Entry 4:
# C2H4OS3

A cluster of 2 separate species, C2H4OS3 in total in a non-equilibrium geometry (ωB97M-V with the def2-TZVPD basis set, OMol25).

Summary:
**Multiplicity**: 1
**Kohn-Sham gap**: 7.5079 eV
**Relative energy (zero: lowest compared OMol25 entry of this formula, charge and spin)**: 3.2526 eV

The geometry in XYZ format:
```
10
C2H4OS3 (ωB97M-V with the def2-TZVPD basis set)
C 2.472 -0.274 0.557
C -2.657 -0.659 -0.119
O 1.767 0.814 -1.574
S -1.466 2.086 -0.256
S -1.315 0.183 0.371
S 2.093 1.079 -0.186
H 2.039 -1.195 0.150
H 3.018 -0.207 1.489
H -3.347 -0.216 -0.760
H -2.604 -1.612 0.326
```

Here are the Löwdin charges for atoms 1 to 5, given in e: atom 1 (C): -0.338, atom 2 (C): -0.371, atom 3 (O): -0.562, atom 4 (S): 0.044, atom 5 (S): 0.399

Question: What is the Kohn-Sham gap in the first record?
Answer: 8.2701 eV